Density functional theory data (ωB97M-V with the def2-TZVPD basis set) for 2 unconnected molecules or ions with the total composition C8H14NO.

```
24
Properties=species:S:1:pos:R:3:forces:R:3:nbo_charge:R:1
C -0.361 2.338 -1.564 -0.562 0.696 -0.275 -0.43
N 0.421 1.089 -1.621 0.434 -0.729 -0.351 -0.69
H -0.081 0.293 -1.202 -0.144 -0.052 0.657 0.47
H 0.633 0.747 -2.562 -0.039 0.465 -0.117 0.44
H 1.316 1.150 -1.127 -0.156 0.062 0.046 0.45
H -0.002 3.054 -2.292 0.406 0.049 0.000 0.24
H -0.303 2.758 -0.565 -0.008 -0.128 0.000 0.24
H -1.401 2.159 -1.834 0.069 -0.326 0.212 0.24
C 0.064 -2.661 -0.894 -0.120 -0.288 0.355 -0.64
C -0.134 0.471 2.039 0.482 0.258 -0.106 0.30
C -1.281 0.127 1.337 -0.284 -0.572 0.069 -0.27
C 1.085 -0.157 1.765 -0.682 0.463 -0.141 -0.26
C -1.234 -0.858 0.357 0.556 -0.377 0.057 -0.24
C 1.115 -1.135 0.778 0.503 0.084 0.668 -0.23
C -0.030 -1.516 0.086 0.170 -0.228 -0.407 -0.08
O -0.256 1.418 3.001 -0.275 0.358 0.129 -0.66
H 0.554 1.916 3.177 -0.029 -0.435 -0.048 0.49
H -2.229 0.498 1.679 -0.217 0.463 -0.116 0.25
H 1.931 0.153 2.370 0.193 -0.329 -0.229 0.23
H -2.112 -1.205 -0.178 -0.178 0.222 0.196 0.23
H 2.052 -1.665 0.638 -0.080 -0.027 -0.228 0.23
H -0.099 -3.625 -0.404 0.033 0.095 0.213 0.25
H 1.060 -2.726 -1.329 -0.064 0.084 -0.233 0.22
H -0.707 -2.623 -1.653 -0.008 0.191 -0.353 0.22
```
Positions in Å, forces in eV/Å.

The HOMO energy comes out at -12.2 eV. The calculation puts the total energy at -12054.286 eV. The value obtained for the LUMO energy is -3.37 eV. The energy above the lowest of the compared OMol25 structures with the same formula, charge and spin is 0.0 kcal/mol. As for the HOMO-LUMO gap: 8.82 eV. As for the multiplicity: 1. Its total charge is +1.

---

Density functional theory data (ωB97M-V with the def2-TZVPD basis set) for a molecular structure, C8H14NO.

```
24
Properties=species:S:1:pos:R:3:forces:R:3:nbo_charge:R:1
C 2.613 1.146 0.966 -3.041 -0.754 -1.318 -0.30
C 1.372 0.561 0.939 1.337 0.209 -0.521 -0.34
C -2.412 0.243 0.688 2.105 0.233 -2.005 -0.42
C -1.505 1.354 0.115 0.105 1.182 0.306 -0.19
C -1.455 -0.759 -0.075 -1.320 0.499 3.217 -0.21
C -0.098 0.406 -2.063 -0.890 1.667 0.183 0.13
C 0.801 0.215 -0.301 1.826 -0.961 0.856 0.48
C 1.362 -2.329 0.193 -0.590 -0.453 -3.145 -0.54
N -0.561 0.294 -0.591 -3.054 0.840 -1.837 -0.31
O 1.264 0.485 -1.557 -0.736 0.489 -0.664 -0.47
H 2.949 1.298 1.914 1.674 0.650 2.228 0.21
H 3.054 1.566 0.072 0.209 -0.247 0.161 0.22
H 0.804 0.163 1.801 0.668 0.566 -0.285 0.24
H -2.360 0.283 1.739 -0.299 -0.550 1.175 0.24
H -3.393 0.184 0.267 -0.608 0.333 0.140 0.23
H -2.024 2.135 -0.488 0.788 -0.901 -0.296 0.25
H -0.863 1.899 0.839 -0.468 -0.501 -0.335 0.24
H -0.901 -1.354 0.618 0.350 -0.483 0.096 0.24
H -2.058 -1.361 -0.683 -0.066 -0.752 -1.813 0.25
H -0.305 -0.558 -2.556 0.128 0.635 -0.153 0.22
H -0.537 1.407 -2.584 1.334 -2.597 1.136 0.24
H 0.397 -2.906 0.298 1.529 0.361 -0.889 0.19
H 1.689 -1.996 1.103 1.088 0.780 2.103 0.16
H 2.167 -2.375 -0.656 -2.071 -0.244 1.661 0.22
```
Positions in Å, forces in eV/Å.

The HOMO energy (alpha / beta) comes out at -11.7 / -12.1 eV. The calculation puts the total energy at -12046.910 eV. The value obtained for the LUMO energy (alpha / beta) is -3.36 / -4.08 eV. The energy above the lowest of the compared OMol25 structures with the same formula, charge and spin is 170.1 kcal/mol. As for the HOMO-LUMO gap (alpha / beta): 8.31 / 8.05 eV. As for the multiplicity: 1. Its total charge is +1.

---

Density functional theory data (ωB97M-V with the def2-TZVPD basis set) for a molecular structure, C8H14NO2.

```
25
Properties=species:S:1:pos:R:3:forces:R:3:nbo_charge:R:1
C 2.689 -0.464 1.672 -0.043 -0.092 0.453 -0.42
C 1.220 -0.194 1.577 1.557 -0.337 5.467 -0.35
C 3.157 -0.631 0.293 2.449 0.966 -1.650 -0.40
C 2.141 -1.247 -0.628 -0.226 0.114 -1.222 -0.23
C 0.523 -0.119 0.479 -3.358 2.455 0.978 -0.02
C -2.017 2.016 -1.208 2.762 3.081 -0.249 -0.68
C -3.878 0.825 -0.176 -0.623 -0.447 -0.884 -0.65
C -2.694 0.804 -0.845 -1.606 -2.435 1.249 0.36
N 1.068 -0.252 -0.717 0.843 -1.091 -2.619 -0.16
O 0.291 -0.404 -1.881 -1.543 -0.057 0.710 -0.71
O -2.116 -0.378 -1.021 1.255 0.456 -0.973 -0.77
H 3.340 0.295 2.130 -0.633 0.631 0.023 0.18
H 0.795 -0.057 2.612 -0.263 0.124 -1.484 0.19
H 3.229 0.433 -0.064 0.534 -0.972 -0.212 0.20
H 4.172 -1.116 0.306 -0.792 0.361 -0.486 0.18
H 2.492 -1.473 -1.665 -0.118 0.369 0.920 0.21
H 1.713 -2.155 -0.198 0.036 -0.384 0.037 0.17
H -0.493 0.325 0.671 0.841 -0.964 -1.059 0.24
H -2.632 2.941 -1.312 0.029 -0.931 0.137 0.20
H -1.381 1.941 -2.116 -0.477 -0.244 0.383 0.23
H -1.256 2.285 -0.398 -0.808 -0.387 -0.886 0.22
H 2.999 -1.297 2.271 -0.501 -1.127 0.542 0.18
H -4.567 1.647 -0.185 0.204 0.787 0.129 0.17
H -4.404 -0.118 -0.078 0.284 -0.206 0.362 0.18
H -0.970 -0.412 -1.512 0.199 0.330 0.334 0.50
```
Positions in Å, forces in eV/Å.

The HOMO energy comes out at -3.1 eV. The calculation puts the total energy at -14105.358 eV. The value obtained for the LUMO energy is 3.75 eV. The energy above the lowest of the compared OMol25 structures with the same formula, charge and spin is 1.2 kcal/mol. As for the HOMO-LUMO gap: 6.88 eV. As for the multiplicity: 1. Its total charge is -1.

---

Density functional theory data (ωB97M-V with the def2-TZVPD basis set) for a gas-phase ion, C8H14NO3 (charge +1).

```
26
Properties=species:S:1:pos:R:3:forces:R:3:nbo_charge:R:1
N -0.181 0.094 1.504 3.622 -0.864 0.173 -0.82
C -0.173 0.888 0.246 -1.826 1.238 2.541 0.13
C 0.870 1.604 -0.157 -2.249 -0.484 -1.449 -0.18
C 2.241 1.387 0.051 3.170 1.015 1.470 -0.26
C 2.854 0.217 0.169 -2.881 -0.205 0.005 -0.13
C 1.975 -0.950 0.158 0.237 -1.410 -1.333 -0.56
C 1.130 -1.193 -0.886 1.235 0.600 -2.607 0.30
O 0.485 -2.329 -1.137 -0.143 -0.407 1.287 -0.63
C -1.619 1.032 -0.259 1.351 -0.330 0.943 0.03
O -1.525 1.548 -1.528 1.706 1.671 0.627 -0.68
C -2.311 -0.355 -0.348 2.026 -1.779 -0.701 -0.10
O -2.294 -1.019 0.894 0.416 -1.191 0.762 -0.76
H 0.842 -0.554 1.363 -2.312 1.406 0.269 0.44
H -0.974 -0.600 1.409 0.208 0.457 0.717 0.45
H -0.182 0.610 2.435 0.021 -0.614 -1.772 0.44
H 0.607 2.234 -0.998 0.068 0.277 -0.122 0.26
H 2.912 2.222 0.186 -0.201 0.592 -0.474 0.24
H 3.878 0.088 0.317 1.483 0.012 0.190 0.24
H 2.299 -1.803 0.726 -0.040 -0.547 0.328 0.25
H 0.998 -0.555 -1.853 0.371 -0.612 2.293 0.22
H 0.669 -2.936 -0.393 -0.257 -0.135 -0.468 0.49
H -2.141 1.760 0.444 0.101 -1.076 -0.640 0.19
H -2.179 1.145 -2.017 -2.256 -0.945 -2.235 0.48
H -3.268 -0.214 -0.666 -2.909 0.570 -0.813 0.20
H -1.879 -1.152 -1.158 -0.359 2.299 1.862 0.21
H -3.033 -1.168 1.496 -0.583 0.461 -0.854 0.53
```
Positions in Å, forces in eV/Å.

The HOMO energy comes out at -12.0 eV. The calculation puts the total energy at -16144.910 eV. The value obtained for the LUMO energy is -3.57 eV. The energy above the lowest of the compared OMol25 structures with the same formula, charge and spin is 63.7 kcal/mol. As for the HOMO-LUMO gap: 8.41 eV. As for the multiplicity: 1. Its total charge is +1.

---

Density functional theory data (ωB97M-V with the def2-TZVPD basis set) for a gas-phase ion, C8H14NO3P (charge -2).

```
27
Properties=species:S:1:pos:R:3:forces:R:3:nbo_charge:R:1
C -0.718 2.194 -0.542 1.917 1.415 -0.575 -0.64
C -0.523 0.808 -1.139 0.687 -0.585 -1.582 -0.25
C -1.829 0.247 -1.715 -0.205 -2.370 -0.379 -0.62
C 0.360 -0.249 -0.284 -0.777 2.138 -0.568 -0.51
C 0.186 -1.562 -0.826 0.276 -2.083 -1.155 0.37
N 0.171 -2.638 -1.294 -0.461 1.719 0.786 -0.49
C 0.207 -0.293 1.257 -1.264 0.185 -0.122 -0.22
C 1.207 -1.269 1.645 1.265 -3.058 2.391 -0.61
C -1.150 -0.705 1.953 -0.637 -0.154 -2.653 -0.62
P 2.375 0.176 -0.762 0.950 -0.023 -1.910 2.39
O 2.318 0.481 -2.254 -0.679 -0.456 -0.023 -1.25
O 2.566 1.474 -0.004 -0.069 -0.404 1.276 -1.24
O 3.181 -1.100 -0.459 -0.869 1.339 0.505 -1.22
H -1.407 2.396 0.284 0.465 -0.830 0.704 0.17
H 0.378 2.540 -0.403 -1.795 -0.138 0.528 0.29
H -1.177 2.916 -1.262 0.491 -0.672 -0.305 0.17
H 0.076 0.984 -2.087 -0.009 -0.120 1.459 0.27
H -1.803 0.003 -2.829 0.133 0.765 1.180 0.20
H -1.980 -0.803 -1.305 -0.455 1.296 -0.138 0.21
H -2.658 0.916 -1.501 -0.384 -0.167 -0.001 0.18
H 0.450 0.607 1.815 0.416 0.744 -0.883 0.22
H 1.075 -2.328 1.251 0.064 1.413 0.049 0.21
H 1.014 -1.383 2.707 0.423 -0.375 0.880 0.15
H 2.252 -1.000 1.530 -0.153 0.117 -0.373 0.28
H -1.519 -1.637 1.460 0.212 0.322 0.611 0.20
H -1.921 0.039 1.735 -0.060 0.149 -0.044 0.19
H -1.131 -0.811 3.028 0.521 -0.168 0.344 0.18
```
Positions in Å, forces in eV/Å.

The HOMO energy comes out at 0.1 eV. The calculation puts the total energy at -25444.923 eV. The value obtained for the LUMO energy is 5.83 eV. The energy above the lowest of the compared OMol25 structures with the same formula, charge and spin is 0.0 kcal/mol. As for the HOMO-LUMO gap: 5.74 eV. As for the multiplicity: 1. Its total charge is -2.

---

Density functional theory data (ωB97M-V with the def2-TZVPD basis set) for a molecular structure, C8H14O.

```
23
Properties=species:S:1:pos:R:3:forces:R:3:nbo_charge:R:1
C 1.068 0.329 -2.251 0.026 -0.267 0.152 -0.66
C -1.167 2.030 -0.636 -0.051 0.073 0.173 -0.65
C -1.727 -0.291 1.756 -0.092 0.024 -0.173 -0.66
C 1.009 -2.045 1.170 0.388 0.047 -0.045 -0.65
C 0.849 0.313 -0.760 -0.244 -2.636 0.679 0.33
C -0.416 0.810 -0.206 -0.610 -0.248 1.039 -0.09
C -0.739 -0.217 0.635 -0.349 1.361 -0.411 0.03
C 0.183 -1.255 0.196 1.326 1.217 -1.722 -0.23
O 2.063 0.562 -0.118 0.227 0.926 0.229 -0.72
H 1.904 1.171 0.615 0.025 -0.220 -0.024 0.48
H -0.089 -1.788 -0.708 -0.424 -0.261 0.153 0.21
H 0.167 0.017 -2.778 -0.036 -0.031 -0.035 0.21
H 1.339 1.334 -2.586 -0.029 0.003 0.069 0.22
H 1.886 -0.340 -2.517 0.009 0.016 -0.035 0.23
H -1.719 1.844 -1.563 0.069 0.026 -0.013 0.22
H -1.899 2.317 0.120 -0.023 0.010 -0.018 0.22
H -0.509 2.885 -0.805 -0.002 -0.029 -0.013 0.21
H -2.321 -1.206 1.702 -0.011 0.016 0.011 0.22
H -1.221 -0.287 2.725 0.024 -0.036 -0.039 0.22
H -2.402 0.565 1.733 -0.021 -0.014 0.043 0.22
H 2.075 -1.969 0.926 -0.070 0.040 -0.077 0.23
H 0.910 -1.671 2.190 -0.094 -0.008 0.006 0.20
H 0.755 -3.106 1.159 -0.037 -0.008 0.050 0.21
```
Positions in Å, forces in eV/Å.

The HOMO energy comes out at -8.0 eV. The calculation puts the total energy at -10568.360 eV. The value obtained for the LUMO energy is 0.87 eV. The energy above the lowest of the compared OMol25 structures with the same formula, charge and spin is 38.8 kcal/mol. As for the HOMO-LUMO gap: 8.84 eV. As for the multiplicity: 1.